# 1
C2S3 as an isolated structure, computed with ωB97M-V/def2-TZVPD.

Last column: Löwdin charge in e.
Geometry (Å):
C 1.2118 0.5976 -0.0232  -0.692
C -0.5056 -0.2080 0.0196  -1.544
S -1.0996 -1.6589 -0.3609  0.591
S -0.0541 1.0801 -1.1047  0.823
S 0.4476 0.1892 1.4692  0.822

Results
E_LUMO   -1.55 eV
Frontier orbital gap   0.271 Eh
E_HOMO   -8.925 eV
Multiplicity   1

# 2
C30H103O26V as an isolated structure, computed with ωB97M-V/def2-TZVPD.

Last column: Löwdin charge in e.
Geometry (Å):
O 0.7278 -1.3057 0.9604  -0.329
V 0.3540 -0.7457 -0.4997  0.926
O -0.1511 0.7537 -0.4046  -0.313
C 1.3467 -2.6118 -4.0843  0.036
C 0.6547 -1.9813 -2.8609  -0.677
O 0.6380 -2.6090 -1.7777  -0.077
O 0.2285 -0.8065 -2.9133  -0.048
H 1.7090 -1.8087 -4.7260  0.066
H 0.5491 -3.1440 -4.6026  0.083
H 2.1771 -3.2748 -3.8413  0.061
O -3.7181 -1.6619 -1.9546  -0.015
H -4.4673 -2.2280 -1.7690  0.074
H -3.8861 -1.3219 -2.8335  0.017
O 0.1804 1.9529 -3.9351  -0.055
H 1.0364 2.0865 -3.5280  -0.021
H -0.0209 1.0311 -3.7736  -0.014
O -1.7206 -1.5641 -0.3461  -0.069
H -2.1297 -1.8040 0.4854  0.001
H -2.4200 -1.6559 -0.9930  0.000
O 2.1688 -5.0599 -2.0476  -0.065
H 3.0327 -4.6722 -2.1878  -0.019
H 1.6077 -4.3190 -1.8183  -0.024
O 2.4428 0.0686 -0.8937  -0.044
H 3.2235 0.1130 -0.3417  0.029
H 2.5881 0.7316 -1.5686  0.023
O 3.6472 3.3192 1.2996  -0.026
H 3.2177 3.6387 0.5061  0.015
H 4.5780 3.4876 1.1531  0.054
C -0.5190 4.0131 3.1641  -0.063
C 0.3556 4.5047 4.2926  -0.535
C 1.2762 5.6390 3.8796  -0.034
O -0.4092 4.9171 5.3833  -0.036
H 0.1201 3.7131 2.3336  0.068
H -1.0434 4.8705 2.7422  0.084
H -1.2730 3.2473 3.3460  0.077
H 0.8868 3.6260 4.6584  0.126
H 1.8663 6.0333 4.7069  0.085
H 0.5836 6.4040 3.5286  0.081
H 1.8711 5.3352 3.0183  0.070
H -1.1511 4.3079 5.3748  0.082
C 5.0510 1.5053 -3.1213  -0.034
C 3.6557 1.8366 -3.7346  -0.412
C 3.1091 0.6146 -4.4728  -0.040
O 2.7765 2.1368 -2.6378  -0.097
H 5.5648 2.3844 -2.7323  0.073
H 5.7366 1.1451 -3.8884  0.078
H 5.0471 0.7467 -2.3386  0.053
H 3.6957 2.6568 -4.4513  0.138
H 2.1560 0.8191 -4.9604  0.080
H 2.9823 -0.2022 -3.7622  0.065
H 3.8882 0.3469 -5.1866  0.089
H 3.0206 2.9964 -2.2868  0.045
C 1.9997 5.1881 -3.2747  -0.037
C 2.0121 5.2404 -1.7671  -0.444
C 0.6880 4.6898 -1.1713  -0.009
O 3.0689 4.4653 -1.2447  -0.084
H 1.4640 6.0206 -3.7309  0.097
H 1.5757 4.2335 -3.5863  0.067
H 2.9647 5.2325 -3.7795  0.084
H 2.2614 6.2428 -1.4194  0.140
H 0.5228 3.7384 -1.6768  0.067
H -0.1241 5.3776 -1.4071  0.086
H 0.6036 4.4752 -0.1060  0.075
H 3.8358 4.8931 -1.6325  0.113
C 3.2758 -3.8964 1.6874  -0.037
C 2.8219 -3.5306 3.0945  -0.527
C 1.4066 -4.0192 3.4754  -0.032
O 3.7088 -3.9803 4.0281  -0.034
H 4.2899 -3.6118 1.4067  0.065
H 2.6224 -3.4657 0.9286  0.065
H 3.2245 -4.9771 1.5552  0.087
H 2.8656 -2.4532 3.2540  0.112
H 1.3599 -5.1026 3.3650  0.084
H 0.6495 -3.5572 2.8418  0.056
H 1.1614 -3.7809 4.5105  0.061
H 3.6374 -3.4171 4.8022  0.096
C -0.3853 -1.1648 5.6170  -0.047
C -1.1348 -0.3817 6.6814  -0.498
C -2.5854 -0.7535 6.9483  -0.034
O -0.4084 -0.4639 7.8947  -0.043
H -1.0530 -1.3621 4.7783  0.055
H -0.0148 -2.1683 5.8263  0.075
H 0.4916 -0.6322 5.2489  0.064
H -1.0331 0.6511 6.3482  0.127
H -2.6187 -1.7386 7.4136  0.088
H -3.1498 -0.9312 6.0329  0.063
H -2.9759 0.1161 7.4769  0.085
H 0.4933 -0.5051 7.5678  0.078
C -5.6948 2.5030 -1.3690  -0.064
C -5.3755 1.5635 -2.4891  -0.525
C -6.3728 0.4391 -2.4642  -0.056
O -5.5057 2.3313 -3.6663  -0.034
H -5.6149 1.8652 -0.4887  0.073
H -6.7089 2.8974 -1.3040  0.094
H -4.9631 3.2975 -1.2229  0.072
H -4.3567 1.2003 -2.3540  0.120
H -7.3666 0.8690 -2.5890  0.090
H -6.4255 -0.0793 -1.5068  0.086
H -6.1768 -0.2152 -3.3137  0.070
H -5.4429 1.7267 -4.4094  0.069
C 2.1531 0.7659 3.1616  -0.157
O 3.0794 1.7726 3.4898  -0.139
H 2.2104 0.6557 2.0787  0.068
H 2.4179 -0.1160 3.7448  0.063
H 1.1554 1.0223 3.5180  0.066
H 3.2131 2.3436 2.7298  0.003
C -2.5191 -5.3752 3.8118  -0.196
O -3.3547 -5.7994 2.7863  -0.098
H -3.1244 -4.9939 4.6343  0.073
H -1.8746 -6.0838 4.3320  0.077
H -1.9123 -4.5120 3.5381  0.061
H -2.8077 -5.8050 1.9974  0.030
C -2.9196 -1.6950 2.6959  -0.139
O -3.2970 -2.3654 1.5283  -0.113
H -1.8365 -1.5870 2.7543  0.080
H -3.3652 -0.7010 2.7351  0.081
H -3.2615 -2.1539 3.6236  0.078
H -4.2469 -2.4993 1.4918  0.116
C -2.7152 0.4972 -4.6895  -0.128
O -3.7758 -0.4116 -4.4967  -0.135
H -2.1467 0.7809 -3.8039  0.075
H -2.0119 0.0726 -5.4058  0.090
H -3.1215 1.4026 -5.1404  0.081
H -4.4070 -0.2634 -5.2047  0.093
C 4.6308 -2.5049 -1.9062  -0.122
O 4.4084 -3.6030 -2.7729  -0.128
H 5.1820 -1.7037 -2.3984  0.076
H 3.6873 -2.0027 -1.6925  0.064
H 5.1594 -2.9090 -1.0428  0.088
H 4.5709 -3.2411 -3.6471  0.089
C -2.1726 -4.3031 -3.6924  -0.163
O -2.4115 -5.3668 -4.5911  -0.104
H -2.3207 -3.4009 -4.2858  0.079
H -2.8020 -4.2080 -2.8076  0.067
H -1.1288 -4.3126 -3.3784  0.063
H -2.1135 -6.1914 -4.2001  0.077
C -2.4293 4.1014 -2.9779  -0.142
O -3.0418 5.3782 -3.2017  -0.117
H -1.3572 4.2962 -2.9493  0.050
H -2.6978 3.5337 -2.0870  0.068
H -2.6909 3.4583 -3.8182  0.063
H -3.9971 5.3376 -3.1160  0.066
C 5.2205 -0.4510 1.3196  -0.089
O 5.0480 0.5816 0.2858  -0.149
H 4.3473 -1.1023 1.3577  0.068
H 6.1560 -0.9805 1.1393  0.083
H 5.3152 -0.0176 2.3153  0.084
H 5.7369 1.1969 0.5470  0.076
C -1.2038 -4.7364 0.0377  -0.128
O -1.4079 -6.0388 0.5889  -0.111
H -0.5997 -4.0315 0.6089  0.069
H -0.7657 -4.7385 -0.9604  0.064
H -2.2006 -4.3023 -0.0410  0.069
H -0.7478 -6.6362 0.2299  0.089
C -2.9547 1.9079 1.0199  -0.160
O -3.9620 2.3453 1.9190  -0.119
H -2.1991 2.6935 1.0100  0.070
H -2.5250 0.9846 1.4086  0.062
H -3.2505 1.6386 0.0060  0.063
H -4.3740 3.1010 1.4937  0.066

Results
E_LUMO   -0.35 eV
Frontier orbital gap   0.338 Eh
E_HOMO   -9.558 eV
Multiplicity   1

# 3
C30H18F2FeN7O2 as an isolated structure, computed with ωB97M-V/def2-TZVPD.

Last column: Löwdin charge in e.
Geometry (Å):
Fe 0.1679 -0.8961 -0.1803  0.519
F 2.0194 1.3259 4.4086  0.057
C 0.9687 0.9822 3.6422  -0.279
C 1.1824 0.4775 2.3743  -0.056
C 0.0984 0.1721 1.5413  -0.148
C -1.1953 0.3846 2.0535  -0.150
C -1.3538 0.8270 3.3563  -0.219
F -2.5979 0.9310 3.8995  0.042
C -0.2949 1.1492 4.1745  0.048
C -2.3097 0.1060 1.1337  -0.205
C -3.5675 0.7114 1.2037  -0.006
C -4.4938 0.4749 0.2066  -0.064
C -4.1716 -0.3911 -0.8274  -0.063
C -2.9160 -0.9668 -0.8167  -0.108
N -2.0056 -0.7170 0.1232  0.087
H 2.2058 0.2871 2.0702  0.084
H -0.4456 1.4906 5.1895  0.124
H -3.7951 1.3811 2.0193  0.109
H -5.4584 0.9702 0.2262  0.105
H -4.8742 -0.6223 -1.6173  0.101
H -2.6066 -1.6607 -1.5928  0.119
O 0.6300 -1.7373 -4.0308  0.042
C 0.1712 -1.3116 -2.9800  -0.613
O 0.0887 -1.9020 -1.8602  -0.119
C -0.4818 0.0641 -2.9468  -0.167
C -1.2404 0.4777 -4.0692  0.013
C -2.0486 1.5626 -3.9602  -0.007
C -2.0679 2.2817 -2.7459  -0.161
C -2.8895 3.4155 -2.5367  -0.044
C -2.8456 4.0942 -1.3538  -0.087
C -1.9509 3.6845 -0.3380  -0.071
C -1.1383 2.6046 -0.5185  -0.010
C -1.2085 1.8473 -1.7116  -0.191
N -0.4432 0.7220 -1.8197  0.156
H -1.1677 -0.1118 -4.9730  0.118
H -2.6798 1.8844 -4.7823  0.115
H -3.5446 3.7392 -3.3390  0.109
H -3.4907 4.9507 -1.1965  0.098
H -1.9151 4.2300 0.5981  0.106
H -0.4328 2.2923 0.2433  0.103
N 3.1715 0.9132 -0.1610  0.132
C 3.4685 -0.4064 -0.4386  -0.369
C 4.7926 -0.8345 -0.5874  -0.030
C 5.0267 -2.1398 -0.9420  -0.075
C 3.9487 -2.9985 -1.1507  -0.062
C 2.6781 -2.4989 -0.9759  -0.122
N 2.4368 -1.2280 -0.6165  0.098
H 3.8247 1.4160 0.4139  0.096
H 2.1970 1.0880 0.0322  0.056
H 5.6032 -0.1373 -0.4113  0.107
H 6.0428 -2.4979 -1.0556  0.104
H 4.0921 -4.0296 -1.4419  0.100
H 1.8032 -3.1133 -1.1230  0.101
N 0.4142 -2.5350 1.1419  0.162
C 1.1942 -2.8642 1.9264  -0.168
C 2.1435 -3.2658 2.8816  -0.278
C 1.9356 -4.4221 3.6756  -0.270
N 1.7675 -5.3682 4.3208  0.091
C 3.3063 -2.4686 3.0540  -0.268
N 4.2518 -1.8140 3.1899  0.108

Results
Net charge   -1
E_LUMO (spin up / spin down)   1.92 / 1.91 eV
Frontier orbital gap (spin up / spin down)   0.249 / 0.249 Eh
E_HOMO (spin up / spin down)   -4.852 / -4.864 eV
Multiplicity   1

ΔE to the lowest compared entry with this formula, charge and spin values, unit kcal per mole, following the record order: 48.2 45.3 4.0.